46
Properties=species:S:1:pos:R:3:forces:R:3:nbo_charge:R:1 method="wB97M-V/def2-TZVPD" smiles=N#CCC1(N2CC(CN[C@@H]3C[C@H]3c3ccccc3)C2)CNC1 largest_force_ev_per_a=4.4 de_lowest_ev=7.262 lumo_energy_ha=0.028 e_homo_ev=-8.38 homo_lumo_gap_ev=9.13
N 1.3839 2.9774 2.8721 -2.301 2.772 -2.570 -0.3541
C 0.7333 3.6807 2.1696 2.189 -1.921 2.699 0.3061
C -2.9254 -5.1119 1.6113 -1.262 -0.904 0.007 -0.2219
C -2.5954 -5.5769 0.3349 -0.147 -0.004 1.627 -0.2048
C -2.2481 -4.0591 2.2076 -0.839 -0.264 -0.093 -0.2016
C -1.5344 -5.0006 -0.2788 1.284 0.847 -0.562 -0.2046
C -1.3104 -3.3440 1.4665 0.619 -2.399 -0.494 -0.2340
C -0.8498 -3.8783 0.2352 -2.848 -0.018 0.864 0.0069
N 1.2971 5.1323 -1.4918 1.887 -0.449 -0.506 -0.6067
N 1.7738 -1.2795 -1.0608 -2.853 1.229 -0.971 -0.6089
N -0.5321 2.5836 -0.4367 0.545 1.382 0.006 -0.4634
C -0.1546 4.4194 1.2295 0.885 -4.257 0.633 -0.5105
C 1.5531 0.2204 -1.0443 -1.310 -1.202 0.945 -0.2210
C -0.3045 1.3365 0.3794 1.453 1.529 1.256 -0.2293
C -0.4360 1.7977 -1.7372 -1.821 -0.578 2.242 -0.2230
C 1.6766 4.0418 -0.5597 -1.542 -0.174 0.149 -0.2600
C -0.1155 4.9914 -1.2514 -0.033 -1.541 0.863 -0.2241
C 1.5674 -3.4425 0.1487 1.471 0.805 -0.168 -0.4143
C 0.2420 -3.3194 -0.5299 0.657 -0.656 0.302 -0.2699
C 0.9428 -2.0840 -0.1364 1.874 0.938 1.219 -0.0462
C 0.0433 0.5335 -0.8936 -1.392 0.123 0.008 -0.2535
C 0.1816 3.9228 -0.1724 -1.621 -1.669 -0.016 0.1623
H -3.7474 -5.6666 2.1070 0.699 0.610 0.065 0.2090
H -3.0474 -6.4807 -0.0425 -0.180 0.059 -0.191 0.2147
H -2.4839 -3.8529 3.2599 0.222 0.307 -0.564 0.2164
H -1.1383 -5.4801 -1.1505 0.138 0.049 -0.659 0.2017
H -0.6805 -2.7157 2.0184 0.561 1.486 0.419 0.2033
H 1.6102 4.8425 -2.3921 -0.108 0.422 -1.052 0.3574
H 2.6877 -1.3797 -0.7773 2.341 -0.632 0.637 0.3522
H -1.1230 4.1759 1.6094 -1.108 -0.470 -0.396 0.2606
H -0.1149 5.4194 1.3353 0.866 3.501 0.261 0.2464
H 1.9616 0.8199 -1.8517 0.130 -0.825 -0.910 0.1933
H 2.1222 0.6070 -0.2020 -0.277 0.233 0.568 0.1763
H 0.5372 1.5683 1.1462 -1.236 -1.156 -1.318 0.2070
H -1.1890 0.9656 0.9591 0.487 0.520 -0.606 0.1960
H -1.5035 1.8234 -2.1012 1.207 -0.677 -0.103 0.2031
H 0.2268 2.0005 -2.5361 0.912 0.926 -0.683 0.1858
H 2.3311 4.3926 0.1791 0.927 0.461 1.318 0.1941
H 2.0450 3.0627 -0.8641 0.161 0.182 -0.873 0.1878
H -0.5711 5.8771 -0.8785 -0.508 0.819 0.182 0.1814
H -0.7134 4.5377 -2.0021 -0.512 -0.122 -1.095 0.1929
H 2.4656 -3.7114 -0.4222 -0.579 0.137 -0.043 0.2148
H 1.6734 -3.6826 1.1858 -0.403 -0.406 0.405 0.2135
H 0.3070 -3.6830 -1.5224 -0.129 0.259 -1.058 0.2391
H 0.6285 -1.6319 0.8514 0.087 -0.087 -1.467 0.1994
H -0.6728 -0.3495 -0.9705 1.407 0.815 -0.281 0.2304